P | DFT (ωB97M-V/def2-TZVPD) results for a 2-piece molecular cluster, C4H14N3O overall.

CARTESIAN COORDINATES (ANGSTROEM)
C 0.606 -0.485 2.712
C 1.127 -0.501 1.271
O -0.496 0.386 2.539
H 0.287 -1.470 3.107
H 1.222 -0.040 3.529
H 1.690 -1.365 1.104
H -1.231 0.238 3.294
H 1.713 0.305 0.949
H 0.324 -0.607 0.680
C 0.201 2.059 -1.687
C -0.569 -0.351 -1.574
N 0.287 0.636 -2.034
N -1.738 -0.059 -0.779
N -0.305 -1.647 -1.561
H 1.074 0.281 -2.637
H -2.347 0.726 -0.908
H -2.093 -0.902 -0.360
H 0.521 -2.156 -2.096
H -0.860 -2.383 -1.059
H 0.954 2.170 -0.804
H -0.722 2.374 -1.172
H 0.355 2.792 -2.514

Results
E_HOMO, eV: -12.9701
Charge: +1

Q | DFT (ωB97M-V/def2-TZVPD) results for a 2-piece molecular cluster, C4H14N3O overall.

CARTESIAN COORDINATES (ANGSTROEM)
C 0.090 2.089 -0.486
C 0.645 0.868 -1.341
C 0.600 -0.353 -0.515
C 1.571 -0.934 0.219
N 1.411 -2.143 0.856
N -0.725 -1.051 -0.499
N 0.407 3.331 -1.159
H 0.676 2.034 0.431
H -0.969 1.894 -0.260
H 1.682 1.179 -1.467
H 0.129 0.749 -2.289
H 2.543 -0.463 0.172
H 0.565 -2.297 1.381
H 2.230 -2.489 1.354
H -1.420 -0.441 -0.941
H -1.068 -1.130 0.463
H -0.602 -1.957 -0.943
H 0.513 3.228 -2.146
H -0.224 4.081 -0.935
H -3.299 -0.785 2.587
H -2.937 -2.231 2.960
O -2.848 -1.587 2.265

Results
E_HOMO, eV: -12.4203
Charge: +1

Which of them is the least stable? Correct choice: P.

P | DFT (ωB97M-V/def2-TZVPD) results for one molecule with the formula C2H2OS2.

CARTESIAN COORDINATES (ANGSTROEM)
C 0.328 0.178 0.149
C -0.401 -1.142 0.078
H 0.138 2.831 -0.474
H 0.240 -1.973 0.773
O -1.610 -1.394 -0.311
S -0.650 1.601 -0.044
S 1.954 -0.101 -0.170

Results
E_HOMO, eV: -9.5929
Charge: 0
SMILES string: O=CC(=S)S

Q | DFT (ωB97M-V/def2-TZVPD) results for a 2-piece molecular cluster, C2H2OS2 overall.

CARTESIAN COORDINATES (ANGSTROEM)
C -0.123 -1.295 1.175
C 1.065 -1.001 1.485
O -1.286 -1.503 1.065
S 2.585 -0.703 1.414
S -0.469 1.644 -2.308
H -0.169 1.471 -0.964
H -1.604 1.387 -1.868

Results
E_HOMO (spin up / spin down), eV: -8.8011 / -8.7878
Charge: 0
SMILES string: O=C=C=S.S

R | DFT (ωB97M-V/def2-TZVPD) results for one molecule with the formula C2H2OS2.

CARTESIAN COORDINATES (ANGSTROEM)
C 0.212 -0.046 0.072
C -0.681 -1.277 0.046
H 0.326 2.225 -0.154
H -0.162 -2.274 0.166
O -1.891 -1.202 -0.070
S -0.743 1.373 0.014
S 1.854 -0.273 -0.024

Results
E_HOMO, eV: -9.4136
Charge: 0
SMILES string: O=CC(=S)S

Which of them is the least stable? Correct choice: Q.

P | DFT (ωB97M-V/def2-TZVPD) results for C42H47BrCl2F14PPtS2Si as an isolated structure.

CARTESIAN COORDINATES (ANGSTROEM)
Pt -0.802 0.025 0.495
Cl -0.308 -0.707 2.842
C -1.573 -2.000 2.782
Cl -2.263 -2.059 1.147
H -2.351 -1.717 3.483
H -1.086 -2.943 3.010
C 1.227 3.054 -2.260
S 1.249 2.339 -0.613
C 2.068 3.597 0.373
H 2.217 3.443 -2.491
H 0.484 3.851 -2.289
H 0.958 2.267 -2.961
H 1.401 4.449 0.500
H 2.981 3.905 -0.130
H 2.303 3.163 1.343
F -7.654 -2.122 2.225
C -7.713 -1.384 1.114
F -8.733 -0.530 1.229
F -7.956 -2.194 0.082
C -6.418 -0.620 0.907
C -5.654 -0.256 2.011
C -4.474 0.436 1.823
C -4.067 0.778 0.528
C -4.847 0.424 -0.574
C -6.028 -0.277 -0.378
P -2.495 1.585 0.314
C -2.366 2.855 1.562
C -3.515 3.606 1.839
C -3.467 4.612 2.790
C -2.282 4.860 3.469
C -1.140 4.115 3.206
C -1.184 3.115 2.250
C -2.250 5.923 4.553
F -3.104 6.908 4.280
F -1.025 6.443 4.671
F -2.588 5.383 5.728
C -2.334 2.228 -1.350
C -1.978 1.351 -2.375
C -1.894 1.804 -3.682
C -2.158 3.140 -3.953
C -2.509 4.021 -2.937
C -2.599 3.570 -1.629
C -2.068 3.665 -5.375
F -1.438 2.796 -6.170
F -3.285 3.885 -5.867
F -1.390 4.818 -5.395
H -5.987 -0.517 3.006
H -3.886 0.736 2.684
H -4.554 0.704 -1.577
H -6.643 -0.556 -1.223
H -4.447 3.407 1.325
H -4.349 5.201 3.005
H -0.229 4.319 3.750
H -0.290 2.532 2.055
H -1.779 0.300 -2.171
H -1.628 1.131 -4.485
H -2.711 5.059 -3.169
H -2.868 4.261 -0.841
F 8.777 1.165 -0.725
C 7.505 0.980 -0.563
C 7.059 -0.089 0.226
F 7.937 -0.888 0.783
C 5.711 -0.269 0.397
F 5.262 -1.256 1.141
C 4.761 0.606 -0.212
S 3.120 0.328 0.007
C 5.262 1.678 -1.004
F 4.393 2.503 -1.573
C 6.603 1.867 -1.187
F 7.076 2.846 -1.918
C 3.659 -6.086 -1.283
C 2.911 -4.739 -1.346
C 3.923 -3.603 -1.113
C 2.384 -4.547 -2.777
Si 1.492 -4.764 -0.067
Br 0.917 -2.431 0.120
C 2.012 -5.199 1.709
C 3.408 -4.649 2.045
C 1.068 -4.628 2.783
C 2.041 -6.736 1.842
C -0.124 -5.574 -0.660
C -1.154 -5.697 0.474
C -0.815 -4.782 -1.786
C 0.193 -6.988 -1.192
H 4.411 -6.099 -2.075
H 3.004 -6.942 -1.449
H 4.181 -6.239 -0.339
H 4.711 -3.694 -1.865
H 4.397 -3.640 -0.135
H 3.454 -2.624 -1.239
H 3.238 -4.492 -3.456
H 1.820 -3.617 -2.885
H 1.763 -5.372 -3.120
H 3.452 -3.563 1.925
H 4.197 -5.103 1.448
H 3.635 -4.871 3.090
H 1.153 -3.538 2.826
H 1.369 -5.014 3.760
H 0.027 -4.913 2.631
H 2.684 -7.211 1.101
H 1.050 -7.182 1.769
H 2.440 -6.997 2.825
H -1.398 -4.721 0.900
H -0.837 -6.360 1.277
H -2.077 -6.112 0.063
H -1.163 -3.809 -1.431
H -1.692 -5.344 -2.115
H -0.189 -4.623 -2.659
H 0.688 -7.620 -0.454
H 0.808 -6.966 -2.090
H -0.746 -7.477 -1.459

Results
Spin multiplicity: 5
E_HOMO (spin up / spin down), eV: -16.1139 / -16.1138
Charge: +3

Q | DFT (ωB97M-V/def2-TZVPD) results for C42H47BrCl2F14PPtS2Si as an isolated structure.

CARTESIAN COORDINATES (ANGSTROEM)
Pt 0.503 -0.672 1.098
Cl -1.913 -1.990 1.222
C -1.977 -2.589 -0.484
Cl -0.396 -2.417 -1.276
H -2.701 -1.996 -1.021
H -2.246 -3.632 -0.456
C -1.980 0.948 2.890
S -0.435 1.402 2.081
C 0.529 1.940 3.504
H -2.331 1.816 3.449
H -1.839 0.101 3.562
H -2.703 0.703 2.115
H 0.698 1.125 4.206
H -0.020 2.749 3.982
H 1.478 2.322 3.136
F 6.723 0.011 6.519
C 5.754 0.835 6.116
F 6.315 1.896 5.527
F 5.089 1.259 7.196
C 4.801 0.130 5.174
C 4.503 -1.209 5.391
C 3.592 -1.852 4.571
C 2.984 -1.147 3.528
C 3.296 0.191 3.310
C 4.208 0.833 4.137
P 1.798 -2.012 2.510
C 2.637 -3.231 1.515
C 4.032 -3.228 1.435
C 4.669 -4.060 0.527
C 3.916 -4.858 -0.322
C 2.533 -4.897 -0.225
C 1.893 -4.086 0.696
C 4.610 -5.602 -1.435
F 5.809 -6.043 -1.060
F 3.883 -6.629 -1.867
F 4.793 -4.753 -2.474
C 0.631 -2.842 3.582
C 0.551 -4.228 3.664
C -0.388 -4.816 4.502
C -1.238 -4.022 5.250
C -1.147 -2.634 5.200
C -0.215 -2.044 4.364
C -2.312 -4.671 6.092
F -1.938 -5.886 6.493
F -3.434 -4.791 5.368
F -2.587 -3.932 7.170
H 4.984 -1.746 6.200
H 3.354 -2.896 4.750
H 2.851 0.720 2.477
H 4.472 1.872 3.972
H 4.621 -2.596 2.091
H 5.751 -4.084 0.476
H 1.965 -5.560 -0.865
H 0.811 -4.111 0.769
H 1.228 -4.858 3.098
H -0.448 -5.894 4.582
H -1.792 -2.030 5.827
H -0.114 -0.963 4.342
F 5.551 -1.823 -3.765
C 4.592 -1.315 -3.059
C 4.767 -1.161 -1.685
F 5.908 -1.524 -1.134
C 3.761 -0.627 -0.939
F 3.977 -0.453 0.346
C 2.545 -0.190 -1.539
S 1.346 0.652 -0.683
C 2.427 -0.339 -2.945
F 1.330 0.071 -3.553
C 3.413 -0.910 -3.690
F 3.285 -1.073 -4.989
C -1.988 5.328 -3.793
C -1.965 4.339 -2.600
C -0.503 3.953 -2.293
C -2.517 5.051 -1.353
Si -2.940 2.790 -3.031
Br -2.482 1.226 -1.444
C -2.645 1.926 -4.745
C -1.107 1.992 -4.858
C -3.084 0.463 -4.731
C -3.293 2.703 -5.898
C -5.104 3.041 -2.841
C -5.775 1.821 -3.409
C -5.322 3.162 -1.340
C -5.343 4.327 -3.607
H -1.391 6.206 -3.525
H -2.989 5.687 -4.033
H -1.552 4.914 -4.704
H 0.026 4.883 -2.052
H 0.020 3.490 -3.129
H -0.436 3.293 -1.424
H -1.818 5.851 -1.087
H -2.598 4.382 -0.491
H -3.483 5.528 -1.530
H -0.596 1.517 -4.012
H -0.723 3.003 -4.998
H -0.852 1.417 -5.758
H -2.457 -0.141 -4.073
H -2.969 0.080 -5.753
H -4.126 0.314 -4.451
H -3.029 3.766 -5.894
H -4.376 2.606 -5.935
H -2.910 2.289 -6.838
H -5.488 0.904 -2.893
H -5.655 1.699 -4.482
H -6.850 1.971 -3.223
H -5.177 2.220 -0.819
H -6.385 3.441 -1.261
H -4.752 3.946 -0.854
H -5.044 4.289 -4.654
H -4.902 5.200 -3.129
H -6.436 4.468 -3.600

Results
Spin multiplicity: 5
E_HOMO (spin up / spin down), eV: -15.8552 / -16.5607
Charge: +3

Which of them is the least stable? Correct choice: P.